(1)
Entry from the Open Molecules 2025 dataset: a 2-piece molecular cluster, C4H11N3O overall (ωB97M-V/def2-TZVPD).

Geometry as ORCA input:
```
! RIJCOSX wB97M-V def2-TZVPD def2/J DEFGRID3
* xyz 0 1
H 1.0667 2.5066 -0.2503
N 0.2714 1.9291 -0.4993
C 0.0619 0.9593 0.2889
C 0.9122 0.5962 1.4719
N -1.0233 0.1313 0.0407
C -1.2082 -1.1090 0.7637
C -1.9358 0.4548 -0.9239
O -2.8924 -0.2212 -1.2064
H 0.3058 0.3791 2.3530
H 1.4984 -0.2880 1.2168
H 1.5961 1.4140 1.6993
H -1.4655 -0.9291 1.8081
H -2.0355 -1.6317 0.2848
H -0.3077 -1.7189 0.7051
H -1.6954 1.4108 -1.4044
N 1.6810 -0.9931 -1.3095
H 1.5538 -0.0362 -1.6253
H 1.0126 -1.5638 -1.8132
H 2.6040 -1.2903 -1.6001
*
```

Calculated values
lowest unoccupied orbital energy = 0.81 eV
HOMO level = -9.416 eV
largest force on an atom = 0.84 eV Å⁻¹
total energy = -10844.459 eV
orbital gap = 10.229 eV
SMILES = [H]/N=C(\C)N(C)C=O.N
energy relative to the best compared isomer or geometry (same formula, charge and spin) = 72.60 kJ/mol

natural (NBO) charges in e:
1 H 0.3493
2 N -0.7296
3 C 0.4996
4 C -0.7012
5 N -0.4764
6 C -0.4315
7 C 0.5395
8 O -0.5893
9 H 0.2252
10 H 0.2609
11 H 0.2256
12 H 0.1966
13 H 0.2499
14 H 0.2124
15 H 0.1624
16 N -1.0923
17 H 0.3728
18 H 0.3638
19 H 0.3623

(2)
Entry from the Open Molecules 2025 dataset: a 2-piece molecular cluster, C4H11N3O overall (ωB97M-V/def2-TZVPD).

Geometry as ORCA input:
```
! RIJCOSX wB97M-V def2-TZVPD def2/J DEFGRID3
* xyz 0 1
C -0.8458 -3.2638 0.4845
C -1.4299 -2.1614 0.0302
C -0.9400 -1.3631 -1.1282
O -2.5516 -1.6872 0.6518
H 0.0161 -3.6399 -0.0459
H -1.2105 -3.7946 1.3503
H -0.2501 -1.9182 -1.7600
H -1.7657 -1.0320 -1.7665
H -0.4192 -0.4557 -0.8039
H -2.7920 -0.8228 0.3096
N 1.3764 1.8198 1.7897
C 1.3017 2.2525 0.5970
N 2.3687 2.4169 -0.3036
N 0.1094 2.7145 0.0936
H 2.2675 1.3778 1.9808
H 3.2407 2.0731 0.0656
H 2.1825 2.0875 -1.2388
H 0.0563 3.0282 -0.8567
H -0.7147 2.3685 0.5504
*
```

Calculated values
lowest unoccupied orbital energy = 0.49 eV
HOMO level = -8.758 eV
largest force on an atom = 0.60 eV Å⁻¹
total energy = -10843.775 eV
orbital gap = 9.252 eV
SMILES = C=C(C)O.N=C(N)N
energy relative to the best compared isomer or geometry (same formula, charge and spin) = 138.56 kJ/mol

natural (NBO) charges in e:
1 C -0.5106
2 C 0.3181
3 C -0.6793
4 O -0.6780
5 H 0.1996
6 H 0.2131
7 H 0.2320
8 H 0.2099
9 H 0.2208
10 H 0.4731
11 N -0.7659
12 C 0.5687
13 N -0.8457
14 N -0.8321
15 H 0.3341
16 H 0.3816
17 H 0.3738
18 H 0.3856
19 H 0.4011

Please write out number 1 again, unchanged.
Entry from the Open Molecules 2025 dataset: a 2-piece molecular cluster, C4H11N3O overall (ωB97M-V/def2-TZVPD).

Geometry as ORCA input:
```
! RIJCOSX wB97M-V def2-TZVPD def2/J DEFGRID3
* xyz 0 1
H 1.0667 2.5066 -0.2503
N 0.2714 1.9291 -0.4993
C 0.0619 0.9593 0.2889
C 0.9122 0.5962 1.4719
N -1.0233 0.1313 0.0407
C -1.2082 -1.1090 0.7637
C -1.9358 0.4548 -0.9239
O -2.8924 -0.2212 -1.2064
H 0.3058 0.3791 2.3530
H 1.4984 -0.2880 1.2168
H 1.5961 1.4140 1.6993
H -1.4655 -0.9291 1.8081
H -2.0355 -1.6317 0.2848
H -0.3077 -1.7189 0.7051
H -1.6954 1.4108 -1.4044
N 1.6810 -0.9931 -1.3095
H 1.5538 -0.0362 -1.6253
H 1.0126 -1.5638 -1.8132
H 2.6040 -1.2903 -1.6001
*
```

Calculated values
lowest unoccupied orbital energy = 0.81 eV
HOMO level = -9.416 eV
largest force on an atom = 0.84 eV Å⁻¹
total energy = -10844.459 eV
orbital gap = 10.229 eV
SMILES = [H]/N=C(\C)N(C)C=O.N
energy relative to the best compared isomer or geometry (same formula, charge and spin) = 72.60 kJ/mol

natural (NBO) charges in e:
1 H 0.3493
2 N -0.7296
3 C 0.4996
4 C -0.7012
5 N -0.4764
6 C -0.4315
7 C 0.5395
8 O -0.5893
9 H 0.2252
10 H 0.2609
11 H 0.2256
12 H 0.1966
13 H 0.2499
14 H 0.2124
15 H 0.1624
16 N -1.0923
17 H 0.3728
18 H 0.3638
19 H 0.3623

Which of these has the highest largest force on an atom?
number 1